(1)
{
  "formula": "H4SSi",
  "method": "ωB97M-V/def2-TZVPD",
  "species": ["Si", "S", "H", "H", "H", "H"],
  "positions_angstrom": [[-1.223, -0.386, -0.350], [2.667, 1.176, 0.282], [-0.619, 0.033, 0.891], [-2.535, -0.883, -0.129], [-0.689, -0.145, -1.763], [2.400, 0.205, 1.069]],
  "atomic_forces_ev_per_a": [[0.91, -0.07, -1.13], [0.39, 1.49, -1.23], [0.47, 0.37, 0.16], [-0.98, -0.28, -0.16], [-0.37, -0.01, 1.14], [-0.41, -1.50, 1.22]],
  "lowdin_charge": [0.56, 0.35, -0.20, -0.21, -0.14, -0.36],
  "homo_ev": [-10.2, -7.3],
  "lumo_ev": [-0.44, -2.58],
  "charge": 0,
  "mol_weight_g_mol": 64.19
}


(2)
{
  "formula": "H50O25",
  "method": "ωB97M-V/def2-TZVPD",
  "species": ["O", "H", "H", "O", "H", "H", "O", "H", "H", "O", "H", "H", "O", "H", "H", "O", "H", "H", "O", "H", "H", "O", "H", "H", "O", "H", "H", "O", "H", "H", "O", "H", "H", "O", "H", "H", "O", "H", "H", "O", "H", "H", "O", "H", "H", "O", "H", "H", "O", "H", "H", "O", "H", "H", "O", "H", "H", "O", "H", "H", "O", "H", "H", "O", "H", "H", "O", "H", "H", "O", "H", "H", "O", "H", "H"],
  "positions_angstrom": [[2.728, 2.468, 3.918], [2.152, 1.811, 4.308], [3.222, 2.824, 4.657], [0.137, -2.439, 4.195], [0.881, -3.027, 4.320], [0.455, -1.584, 4.485], [-1.324, 2.225, -4.382], [-1.193, 2.548, -5.273], [-0.509, 1.770, -4.169], [0.823, 0.064, 5.038], [0.064, 0.596, 4.801], [0.846, 0.091, 5.994], [-3.686, -1.771, 1.644], [-3.742, -2.652, 1.274], [-4.597, -1.499, 1.757], [0.146, 5.359, 2.806], [-0.127, 4.456, 2.644], [0.945, 5.278, 3.327], [-4.092, -0.826, -2.458], [-4.571, -1.652, -2.405], [-4.773, -0.153, -2.462], [0.638, 4.353, -3.098], [0.261, 3.530, -2.785], [0.966, 4.782, -2.307], [2.599, 2.153, -2.312], [2.741, 2.139, -1.365], [2.432, 3.074, -2.516], [-1.010, 2.819, 3.083], [-1.933, 2.949, 3.301], [-1.019, 2.179, 2.371], [3.770, 0.516, 0.903], [3.593, 0.296, 1.818], [3.965, -0.324, 0.487], [-0.505, -0.177, -0.036], [-0.582, -0.445, 0.879], [-0.158, 0.714, 0.003], [-1.434, -0.747, 2.732], [-1.114, -1.525, 3.188], [-2.324, -0.976, 2.462], [-0.464, 2.227, -1.707], [-0.820, 1.532, -2.261], [-0.904, 2.112, -0.865], [0.034, -1.293, -5.586], [0.188, -0.600, -4.945], [-0.842, -1.619, -5.380], [-1.581, -1.921, -2.358], [-2.359, -1.374, -2.248], [-1.098, -1.819, -1.537], [-3.578, 3.249, -2.663], [-4.372, 2.733, -2.800], [-2.917, 2.821, -3.207], [-1.675, -3.878, -4.479], [-1.644, -3.388, -3.657], [-1.770, -4.792, -4.210], [2.629, -0.844, 3.129], [1.857, -1.273, 2.762], [2.391, -0.657, 4.038], [-1.111, -4.399, 1.930], [-1.656, -3.630, 2.098], [-1.086, -4.863, 2.767], [3.252, -1.693, -0.417], [2.583, -1.994, -1.031], [3.879, -1.216, -0.960], [0.729, 0.521, -3.358], [1.469, 1.073, -3.105], [0.462, 0.091, -2.545], [0.990, -3.401, -1.586], [1.285, -3.462, -2.494], [0.035, -3.368, -1.644], [2.308, 2.641, 1.113], [2.917, 1.927, 0.930], [2.401, 2.802, 2.052], [1.505, -3.714, 1.424], [0.608, -4.041, 1.489], [1.683, -3.687, 0.484]],
  "atomic_forces_ev_per_a": [[0.06, 0.15, 0.04], [-0.28, -0.36, -0.01], [0.22, 0.20, 0.09], [-0.37, -0.62, 0.00], [0.18, -0.34, -0.26], [0.09, 0.59, 0.36], [-0.64, 0.20, -0.11], [-0.08, 0.16, -0.20], [0.55, -0.50, 0.09], [0.27, 0.21, 0.30], [-0.49, 0.31, -0.44], [0.03, -0.03, 0.43], [-0.13, -0.05, -0.02], [0.04, -0.27, -0.20], [-0.27, 0.17, 0.08], [0.03, 0.63, -0.01], [-0.15, -0.42, 0.02], [0.20, -0.01, 0.05], [-0.01, -0.02, 0.10], [-0.11, -0.31, -0.09], [-0.02, 0.30, -0.02], [0.67, 0.41, -0.55], [-0.50, -0.27, 0.35], [-0.09, 0.22, 0.26], [0.45, -0.30, -0.19], [-0.03, -0.07, 0.47], [-0.24, 0.42, -0.30], [0.19, -0.19, 0.19], [-0.28, 0.16, 0.09], [0.09, -0.32, -0.23], [0.90, 0.54, -0.17], [-0.24, -0.35, 0.55], [-0.40, -0.07, 0.28], [-0.23, -0.10, -0.52], [-0.13, -0.30, 0.71], [0.57, 0.10, -0.08], [0.40, 0.72, -0.09], [0.46, -0.45, 0.26], [-0.49, -0.05, -0.26], [0.01, 0.01, 0.63], [-0.20, -0.09, -0.18], [-0.37, 0.45, 0.06], [0.08, -0.15, -0.38], [0.23, 0.30, 0.40], [-0.20, -0.26, 0.02], [0.49, -0.63, -0.14], [-0.54, 0.42, -0.08], [0.23, 0.48, 0.38], [-0.34, 0.10, 0.43], [-0.20, 0.00, -0.07], [0.65, -0.10, -0.41], [-0.04, -0.21, -0.33], [0.02, 0.54, 0.44], [-0.03, -0.25, -0.09], [0.52, 0.07, 0.04], [-0.19, -0.38, -0.45], [0.01, 0.19, 0.05], [-0.34, -0.25, -0.30], [0.01, 0.34, 0.10], [0.04, -0.18, 0.27], [0.32, -0.38, -0.03], [-0.53, -0.17, -0.11], [0.17, -0.09, -0.59], [-0.76, -0.78, -0.92], [0.84, 0.68, 0.46], [0.00, -0.34, 0.24], [0.34, 0.07, 0.33], [0.04, -0.07, -0.42], [-0.24, -0.07, -0.10], [-0.93, 0.85, -0.45], [0.34, -0.56, -0.14], [0.08, 0.13, 0.32], [0.49, 0.22, 0.34], [-0.44, -0.07, 0.06], [0.19, 0.06, -0.33]],
  "lowdin_charge": [-0.03, 0.01, 0.06, -0.05, 0.06, -0.02, -0.04, 0.06, -0.01, -0.03, 0.07, 0.09, -0.02, 0.06, 0.06, -0.06, -0.03, 0.02, -0.03, 0.05, 0.05, -0.05, -0.03, 0.04, -0.02, 0.04, 0.04, -0.03, 0.06, 0.04, -0.05, 0.02, 0.01, -0.03, 0.00, 0.01, -0.05, -0.01, -0.01, -0.04, 0.02, 0.05, -0.06, -0.02, 0.01, -0.04, 0.00, 0.01, -0.05, 0.02, -0.02, -0.05, -0.03, 0.03, -0.03, 0.03, 0.01, -0.02, 0.03, 0.06, -0.03, 0.02, 0.05, -0.05, 0.01, 0.04, -0.02, 0.07, 0.02, -0.07, -0.05, -0.02, -0.06, -0.03, -0.01],
  "homo_ev": -10.2,
  "lumo_ev": -0.71,
  "charge": 0,
  "mol_weight_g_mol": 450.38
}


(3)
{
  "formula": "H50O25",
  "method": "ωB97M-V/def2-TZVPD",
  "species": ["O", "H", "H", "O", "H", "H", "O", "H", "H", "O", "H", "H", "O", "H", "H", "O", "H", "H", "O", "H", "H", "O", "H", "H", "O", "H", "H", "O", "H", "H", "O", "H", "H", "O", "H", "H", "O", "H", "H", "O", "H", "H", "O", "H", "H", "O", "H", "H", "O", "H", "H", "O", "H", "H", "O", "H", "H", "O", "H", "H", "O", "H", "H", "O", "H", "H", "O", "H", "H", "O", "H", "H", "O", "H", "H"],
  "positions_angstrom": [[-5.270, 0.270, 0.318], [-5.031, 1.203, 0.668], [-4.740, -0.469, 0.663], [-1.636, -0.616, 3.054], [-2.282, -0.063, 3.485], [-2.194, -1.197, 2.453], [-0.958, 5.613, 1.310], [-1.261, 6.446, 0.878], [-1.424, 5.534, 2.170], [3.456, 3.325, -2.203], [3.772, 3.953, -2.867], [2.531, 3.573, -1.984], [-1.931, -1.065, -0.642], [-2.483, -0.915, -1.428], [-2.000, -0.232, -0.097], [0.914, 3.426, -1.533], [0.307, 3.644, -0.790], [0.419, 3.047, -2.223], [4.902, -0.758, -2.512], [4.022, -0.522, -2.840], [5.177, -1.611, -2.812], [2.771, 0.671, -3.007], [3.149, 1.511, -2.732], [2.159, 0.425, -2.332], [-1.003, 2.202, -0.034], [-0.265, 1.765, 0.363], [-1.154, 1.931, -0.927], [-1.546, 1.509, -2.740], [-2.514, 1.319, -2.803], [-1.239, 1.346, -3.655], [2.772, 2.101, 2.717], [3.343, 1.454, 3.139], [2.802, 1.906, 1.804], [-3.433, 2.343, 1.510], [-3.625, 3.234, 1.716], [-2.530, 2.214, 1.168], [0.916, -1.566, -1.552], [0.900, -1.180, -0.655], [-0.044, -1.674, -1.728], [-0.593, -3.839, 0.410], [0.205, -3.668, 0.844], [-0.761, -3.097, -0.173], [2.265, -2.184, 6.004], [2.565, -1.463, 5.496], [2.419, -2.909, 5.454], [4.753, -0.310, 0.396], [4.890, 0.615, 0.279], [4.831, -0.783, -0.470], [2.427, -1.001, 1.680], [1.966, -0.150, 1.758], [3.299, -0.832, 1.203], [1.954, -3.823, 1.477], [2.413, -2.980, 1.588], [2.566, -4.573, 1.327], [-5.066, -2.393, -3.545], [-4.630, -2.851, -4.307], [-4.665, -2.718, -2.734], [4.352, -0.940, 3.704], [5.028, -0.732, 3.034], [3.609, -1.099, 3.137], [-3.061, -2.799, 1.895], [-3.323, -3.127, 2.744], [-2.277, -3.246, 1.567], [0.669, 1.367, -4.605], [0.617, 0.859, -5.473], [1.464, 0.959, -4.219], [-3.993, 0.014, -2.487], [-4.537, -0.684, -2.929], [-4.351, 0.020, -1.520], [-4.081, -2.769, -0.858], [-3.303, -2.465, -0.312], [-4.376, -3.620, -0.507], [0.483, 0.967, 1.937], [0.800, 1.621, 2.579], [-0.305, 0.529, 2.305]],
  "atomic_forces_ev_per_a": [[0.12, 1.59, -0.15], [0.27, -2.71, -0.34], [-0.04, 0.91, 0.36], [-0.49, -0.71, -1.24], [-0.32, 0.38, 0.30], [0.83, 0.49, 0.86], [-0.60, 0.61, 0.16], [0.22, -0.96, 0.74], [0.40, 0.34, -0.92], [0.19, 0.03, -0.26], [-0.15, -0.21, 0.25], [0.22, -0.01, 0.04], [0.00, 0.82, 0.99], [-0.07, 0.41, -0.13], [0.16, -1.13, -0.97], [0.90, 1.22, 1.89], [0.33, -0.35, -0.79], [-1.37, -0.79, -1.34], [0.60, 0.45, 1.01], [-0.18, 0.00, -0.24], [-0.04, -0.70, -0.47], [0.28, -0.38, -0.94], [0.30, 0.93, 0.16], [-0.91, -0.50, 0.90], [-1.45, 1.05, 1.14], [0.94, -0.76, 0.39], [0.09, -0.58, -1.32], [-1.03, -0.15, -0.76], [0.72, -0.01, 0.28], [0.43, 0.16, 0.70], [-0.02, 0.58, 1.50], [0.16, -0.21, 0.21], [0.16, -0.21, -1.59], [-0.17, -2.10, -0.09], [0.25, 1.43, 0.11], [-0.13, 0.73, -0.20], [-0.76, 0.31, 0.42], [0.18, -0.31, -0.36], [0.78, 0.29, 0.01], [-3.03, -0.49, -0.89], [2.53, 0.36, 1.12], [0.15, 0.18, -0.15], [-0.94, 0.43, 2.06], [0.67, 1.51, -0.82], [0.33, -1.93, -1.24], [-0.19, -1.78, 0.07], [0.27, 0.89, -0.62], [0.04, 1.02, 0.28], [1.36, -0.21, -0.62], [-0.39, -0.15, 0.04], [-1.20, 0.15, 0.31], [0.19, -0.87, 0.01], [0.12, -0.13, -0.04], [-0.41, 1.11, 0.16], [0.23, -0.32, -1.47], [-0.53, 0.61, 1.22], [0.34, -0.28, 0.39], [1.31, 0.54, 0.04], [-0.03, -0.14, 0.58], [-1.30, -0.29, -0.52], [-0.41, 1.10, -0.78], [0.11, -0.57, 0.61], [0.67, -0.63, 0.13], [-0.16, -1.33, -2.13], [-0.15, 1.17, 1.52], [0.08, 0.29, 0.42], [-0.93, -0.52, 2.20], [0.45, 0.47, 0.14], [0.35, 0.24, -2.16], [0.68, 0.14, 0.35], [-1.14, -0.53, -0.71], [0.22, 0.29, 0.18], [-0.09, 0.20, -0.14], [0.02, -0.22, -0.05], [-0.02, -0.24, 0.20]],
  "lowdin_charge": [-0.10, 0.07, 0.02, -0.06, 0.04, 0.03, -0.08, 0.05, 0.04, -0.08, 0.06, 0.00, -0.07, 0.03, 0.08, -0.03, 0.07, 0.01, -0.06, 0.00, 0.04, -0.03, 0.03, 0.04, -0.05, 0.00, -0.01, -0.08, 0.04, 0.04, -0.02, 0.04, 0.01, -0.05, 0.02, 0.01, -0.06, 0.03, 0.03, -0.02, -0.04, 0.00, -0.01, -0.01, 0.00, -0.04, 0.05, 0.05, -0.10, 0.00, 0.03, -0.06, 0.01, 0.07, -0.07, 0.08, -0.01, -0.05, 0.04, -0.04, -0.04, 0.06, 0.02, -0.09, 0.08, 0.00, -0.11, 0.03, 0.06, -0.08, 0.02, 0.06, -0.07, 0.06, 0.03],
  "homo_ev": -11.0,
  "lumo_ev": 0.00,
  "charge": 0,
  "mol_weight_g_mol": 450.38
}


(4)
{
  "formula": "H52O26",
  "method": "ωB97M-V/def2-TZVPD",
  "species": ["O", "H", "H", "O", "H", "H", "O", "H", "H", "O", "H", "H", "O", "H", "H", "O", "H", "H", "O", "H", "H", "O", "H", "H", "O", "H", "H", "O", "H", "H", "O", "H", "H", "O", "H", "H", "O", "H", "H", "O", "H", "H", "O", "H", "H", "O", "H", "H", "O", "H", "H", "O", "H", "H", "O", "H", "H", "O", "H", "H", "O", "H", "H", "O", "H", "H", "O", "H", "H", "O", "H", "H", "O", "H", "H", "O", "H", "H"],
  "positions_angstrom": [[7.937, 12.466, 10.903], [8.467, 13.311, 10.889], [7.639, 12.370, 9.983], [7.296, 9.069, 13.486], [7.247, 9.014, 14.456], [8.233, 8.846, 13.328], [10.861, 7.519, 9.259], [10.429, 8.357, 9.519], [10.213, 6.820, 9.449], [15.301, 8.680, 12.285], [15.299, 9.160, 11.476], [14.401, 8.827, 12.667], [12.516, 14.567, 7.744], [12.978, 13.728, 7.621], [13.202, 15.159, 8.066], [12.656, 11.512, 10.035], [12.277, 11.537, 9.119], [12.104, 10.921, 10.576], [6.608, 12.652, 15.036], [5.664, 12.851, 14.926], [7.102, 13.516, 14.898], [8.975, 12.456, 8.086], [9.217, 13.385, 8.257], [8.374, 12.521, 7.317], [5.801, 8.223, 11.311], [4.927, 8.109, 11.694], [6.288, 8.875, 11.908], [9.701, 10.360, 10.051], [9.226, 10.842, 9.310], [9.541, 10.832, 10.846], [14.623, 14.698, 10.015], [15.298, 15.001, 10.654], [13.820, 14.453, 10.491], [16.647, 6.550, 8.912], [16.533, 6.080, 9.724], [17.086, 5.909, 8.332], [12.457, 11.752, 7.292], [12.693, 10.877, 6.860], [11.503, 11.886, 7.184], [9.376, 14.846, 11.369], [9.179, 14.995, 12.333], [10.272, 14.384, 11.392], [17.222, 9.141, 7.543], [17.416, 8.332, 7.956], [17.866, 9.813, 7.822], [13.240, 6.586, 10.565], [12.380, 6.918, 10.145], [13.911, 7.060, 10.090], [8.754, 14.246, 13.999], [8.992, 13.360, 13.730], [9.426, 14.474, 14.659], [7.943, 6.651, 10.181], [7.914, 6.660, 9.206], [7.225, 7.287, 10.483], [12.266, 13.867, 11.388], [12.318, 12.953, 10.989], [12.636, 13.908, 12.278], [9.433, 7.903, 12.424], [10.387, 7.765, 12.507], [9.124, 7.358, 11.631], [9.960, 15.101, 8.321], [9.812, 15.428, 9.181], [10.891, 15.008, 8.263], [9.083, 11.670, 13.275], [8.290, 11.382, 13.785], [8.667, 11.863, 12.472], [12.107, 7.720, 12.966], [12.392, 7.126, 13.678], [12.734, 7.477, 12.252], [11.704, 10.612, 12.561], [10.848, 10.776, 13.008], [12.166, 9.895, 13.016], [13.518, 5.625, 13.711], [13.266, 5.287, 12.833], [14.467, 5.855, 13.682], [14.871, 9.338, 9.637], [15.664, 9.209, 9.020], [14.353, 10.080, 9.175]],
  "atomic_forces_ev_per_a": [[0.32, 0.92, -0.32], [-0.61, -0.45, 0.16], [0.20, -0.12, 0.38], [0.25, 0.48, 1.19], [-0.41, 0.07, -0.51], [0.06, -0.38, -0.67], [-0.25, -0.08, 0.11], [0.08, -0.21, 0.14], [0.13, 0.47, 0.02], [-1.05, -0.67, 2.15], [-0.18, 0.70, -1.45], [1.20, -0.17, -0.52], [0.37, 0.05, -0.13], [-0.17, -0.13, 0.01], [0.14, 0.09, 0.21], [-0.39, 0.04, -0.62], [0.44, -0.10, 1.04], [-0.02, 0.02, -0.07], [0.39, 1.27, -0.15], [0.55, -0.02, 0.01], [-0.84, -1.38, 0.05], [-0.72, -0.19, -0.82], [0.38, 0.40, 0.05], [0.48, -0.14, 0.55], [0.86, 1.21, 0.44], [0.16, -0.02, 0.04], [-0.89, -1.29, -0.59], [-0.11, -0.64, -2.81], [0.88, -0.45, 1.51], [-0.45, 0.68, 0.96], [0.99, 0.46, -0.12], [-0.82, -0.34, -0.46], [-0.21, -0.03, 0.38], [0.46, 0.18, -1.19], [-0.18, -0.34, 1.00], [-0.23, 0.21, 0.13], [0.26, -1.46, -0.74], [-0.63, 1.63, 0.72], [0.07, -0.16, -0.19], [1.37, -0.74, 0.71], [0.01, -0.25, -1.00], [-1.04, 0.90, -0.07], [-0.46, 2.32, -0.85], [0.60, -1.73, 1.12], [-0.27, -0.62, -0.05], [-2.02, 0.06, -0.03], [1.24, -0.47, 0.48], [0.73, 0.62, -0.38], [0.11, 1.49, 0.83], [0.21, -1.28, -0.30], [-0.25, 0.06, -0.11], [-0.68, 0.82, -0.25], [-0.15, 0.09, 0.69], [0.67, -0.96, -0.39], [-0.37, 0.21, -0.27], [0.37, 0.27, 0.49], [-0.12, -0.62, -0.25], [-0.81, -1.00, -1.48], [0.32, 0.02, 0.06], [0.51, 1.04, 1.47], [-1.84, -0.53, -1.18], [-0.57, 0.70, 1.82], [1.98, -0.40, -0.47], [0.20, -0.68, 2.73], [0.66, -0.06, -0.02], [-1.08, 0.48, -2.80], [0.48, 0.42, -0.09], [-0.04, -0.05, -0.05], [-0.39, -0.01, -0.11], [-0.16, 0.48, 0.11], [0.50, -0.30, -0.17], [-0.51, -0.14, -0.04], [0.51, -0.36, 0.03], [0.44, 0.27, 0.31], [-0.68, -0.20, -0.26], [0.49, 1.24, -2.47], [-1.40, 0.19, 1.01], [0.94, -1.40, 1.35]],
  "lowdin_charge": [-0.08, 0.03, 0.05, -0.08, 0.07, 0.00, -0.06, 0.03, 0.04, -0.07, -0.04, 0.03, -0.04, 0.03, 0.05, -0.08, 0.03, 0.02, -0.09, 0.04, 0.04, -0.07, 0.01, 0.08, -0.09, 0.05, 0.05, -0.05, 0.04, -0.02, -0.08, 0.05, -0.02, -0.03, 0.04, 0.06, -0.06, 0.11, 0.05, -0.10, 0.04, 0.05, -0.04, -0.03, 0.07, -0.08, 0.04, 0.00, -0.05, -0.01, 0.08, -0.09, 0.06, 0.04, -0.08, 0.03, 0.07, -0.08, -0.01, 0.05, -0.02, 0.00, -0.03, -0.03, 0.07, -0.03, -0.08, 0.04, 0.02, -0.06, 0.02, 0.02, -0.06, 0.05, 0.07, -0.10, 0.05, 0.07],
  "homo_ev": -10.5,
  "lumo_ev": 0.15,
  "charge": 0,
  "mol_weight_g_mol": 468.39
}


Number 1: energy -689.9116 hartree. Number 2: energy -1911.0053 hartree. Number 3: energy -1911.0651 hartree. Number 4: energy -1987.5329 hartree.